Model A:
This record from OMol25 describes a single C3H7BO2 molecule. The level of theory is wB97M-V/def2-TZVPD.

Output
highest occupied orbital energy = -0.341 Ha
LUMO energy = 0.32 eV
gap between HOMO and LUMO = 9.607 eV
SMILES string = C=C(C)B(O)O

Last column: Mulliken charge in e.
Cartesian coordinates (Å):
C 0.8787 1.2105 1.0401  -0.89
C 0.4299 0.2703 0.1834  0.58
C 1.4039 -0.7478 -0.2684  -1.28
B -1.1547 -0.0269 -0.1681  0.57
O -1.9521 0.9695 -0.6544  -0.47
O -1.5233 -1.3946 -0.2203  -0.55
H 1.9236 1.3243 1.1989  0.32
H 0.2335 2.1258 1.3233  0.22
H 2.2964 -0.7227 0.3470  0.35
H 0.9343 -1.7088 -0.4974  0.30
H 1.6755 -0.4723 -1.2696  0.33
H -2.8121 0.8102 -0.4658  0.27
H -2.3335 -1.6375 -0.5486  0.27



Model B:
This record from OMol25 describes a single C3H7BO2 molecule. The level of theory is wB97M-V/def2-TZVPD.

Output
highest occupied orbital energy = -0.341 Ha
LUMO energy = 0.35 eV
gap between HOMO and LUMO = 9.632 eV
SMILES string = C=C(C)B(O)O

Last column: Mulliken charge in e.
Cartesian coordinates (Å):
C -0.9707 -1.3987 -0.3862  -0.75
C -0.4061 -0.1739 -0.1578  0.42
C -1.3296 1.0654 -0.2945  -1.14
B 1.0513 -0.1248 0.2530  0.61
O 2.0014 -1.0874 0.0605  -0.60
O 1.3382 1.1534 0.9814  -0.59
H -2.0070 -1.5743 -0.4182  0.31
H -0.2050 -2.1130 -0.6507  0.27
H -0.6668 1.9567 -0.1043  0.26
H -1.7567 1.0972 -1.2686  0.34
H -2.2566 1.0328 0.3282  0.30
H 2.9162 -1.1675 0.4414  0.29
H 2.2914 1.3341 1.2158  0.26



Stability, highest: model A



Model A:
This record from OMol25 describes a single C5H9NS molecule. The level of theory is wB97M-V/def2-TZVPD.

Output
highest occupied orbital energy = -0.306 Ha
LUMO energy = 0.96 eV
gap between HOMO and LUMO = 9.274 eV
SMILES string = N[C@@H]1[C@@H]2CCS[C@@H]12

Last column: Mulliken charge in e.
Cartesian coordinates (Å):
N 0.3970 -2.5727 -0.0483  -0.71
C 0.9467 -1.2123 0.0655  0.11
C 0.1075 -0.0228 0.5504  -0.51
C -1.2011 0.8082 0.3544  -0.56
C -0.5299 2.0205 -0.1403  -0.66
S 1.1266 1.5616 -1.1478  -0.16
C 0.4920 -0.1596 -0.8724  -0.23
H 1.0787 -3.4407 -0.2613  0.25
H 0.0958 -2.8449 0.8298  0.26
H 1.9551 -1.2168 0.5476  0.28
H 0.6651 0.7388 1.0174  0.35
H -1.8594 1.1272 1.1692  0.27
H -1.8162 0.3687 -0.3405  0.31
H -1.1918 2.7783 -0.7889  0.31
H -0.0676 2.7689 0.5463  0.32
H -0.1985 -0.7021 -1.4812  0.37



Model B:
This record from OMol25 describes a single C5H9NS molecule. The level of theory is wB97M-V/def2-TZVPD.

Output
highest occupied orbital energy = -0.309 Ha
LUMO energy = 0.72 eV
gap between HOMO and LUMO = 9.123 eV
SMILES string = C/C=C(C)\C=N\S

Last column: Mulliken charge in e.
Cartesian coordinates (Å):
C -1.7491 -1.6801 -0.0040  -1.11
C -1.4665 -0.2066 0.0031  -0.33
C -0.2750 0.4212 0.0054  0.91
C -0.1758 1.9219 0.0007  -1.28
C 1.0020 -0.3140 0.0088  -0.08
N 2.1043 0.3334 -0.0024  -0.36
S 3.5265 -0.6177 0.0001  -0.19
H -0.8319 -2.3117 0.0016  0.26
H -2.3431 -1.9651 0.8586  0.30
H -2.3537 -1.9587 -0.8624  0.30
H -2.3464 0.4460 0.0030  0.27
H -1.1613 2.3514 -0.0233  0.37
H 0.3939 2.2916 0.8858  0.28
H 0.3730 2.2892 -0.8729  0.29
H 0.9284 -1.4070 0.0091  0.23
H 4.3747 0.4061 -0.0114  0.15



Stability, highest: model B



Model A:
This record from OMol25 describes a single C4H7Cl2NO molecule. The level of theory is wB97M-V/def2-TZVPD.

Output
highest occupied orbital energy = -0.357 Ha
LUMO energy = -1.07 eV
gap between HOMO and LUMO = 8.654 eV
SMILES string = CC(C)(Cl)[C@H](Cl)N=O

Last column: Mulliken charge in e.
Cartesian coordinates (Å):
C 0.7340 -0.9583 0.8856  -1.42
C 0.4235 0.0942 -0.1619  1.04
C 0.6988 1.5088 0.3133  -1.47
Cl 1.5018 -0.1968 -1.5958  -0.17
C -0.9943 -0.0531 -0.6999  -0.30
Cl -2.4705 -0.2878 0.8441  -0.27
N -1.1844 -1.0501 -1.5907  0.13
O -2.0639 -1.8632 -1.5932  -0.30
H 0.5168 -1.9522 0.5072  0.38
H 1.7813 -0.9100 1.1679  0.41
H 0.1161 -0.7786 1.7630  0.37
H 0.5237 2.2233 -0.4889  0.42
H 0.0527 1.7503 1.1523  0.31
H 1.7381 1.5969 0.6230  0.39
H -1.3737 0.8768 -1.1260  0.48



Model B:
This record from OMol25 describes a single C4H7Cl2NO molecule. The level of theory is wB97M-V/def2-TZVPD.

Output
highest occupied orbital energy (alpha / beta) = -0.295 / -0.238 Ha
LUMO energy (alpha / beta) = 0.58 / -0.41 eV
gap between HOMO and LUMO (alpha / beta) = 8.606 / 6.071 eV

Last column: Mulliken charge in e.
Cartesian coordinates (Å):
C 0.6380 0.7347 -1.8834  -0.77
C 0.0792 1.4783 -0.6882  -0.26
C 2.1834 0.0687 -1.8999  0.14
C -0.1556 -1.2619 1.2066  -0.54
N -0.3352 0.8652 0.4058  -0.10
O -0.8793 -0.4052 0.3539  -0.23
Cl 3.5176 1.2543 -1.6293  -0.20
Cl 2.3835 -1.2986 -0.9155  -0.14
H 0.0228 -0.1555 -1.9034  0.36
H 0.5577 1.3845 -2.7259  0.37
H 0.4158 2.5255 -0.5336  0.32
H -0.1965 -0.7661 2.1092  0.34
H 0.8628 -1.4239 0.9985  0.21
H -0.7420 -2.2947 1.3802  0.22
H -0.4322 1.3392 1.3964  0.28



Stability, highest: model A



Model A:
This record from OMol25 describes a single C5H6S2 molecule. The level of theory is wB97M-V/def2-TZVPD.

Output
highest occupied orbital energy = -0.306 Ha
LUMO energy = 0.06 eV
gap between HOMO and LUMO = 8.373 eV
SMILES string = S=C[C@H]1C=C1CS

Last column: Mulliken charge in e.
Cartesian coordinates (Å):
S 2.5000 -0.6193 2.4303  -0.27
C 1.1687 -0.9436 1.5274  -0.36
C 0.7262 -0.4062 0.2955  -0.18
C -0.1875 -1.3330 -0.6322  -0.51
C -0.7563 -0.2312 -0.3591  0.28
C -1.5227 0.9878 -0.6243  -0.68
S -0.2787 2.1538 -1.5843  -0.17
H 0.5784 -1.8186 2.0023  0.26
H 1.4903 0.2745 -0.2721  0.40
H -0.0790 -2.1798 -1.2843  0.37
H -2.3650 0.7064 -1.2461  0.37
H -1.7861 1.4250 0.3108  0.33
H 0.5116 1.9842 -0.5641  0.15



Model B:
This record from OMol25 describes a single C5H6S2 molecule. The level of theory is wB97M-V/def2-TZVPD.

Output
highest occupied orbital energy = -0.312 Ha
LUMO energy = -0.40 eV
gap between HOMO and LUMO = 8.096 eV
SMILES string = CC#CC(=S)SC

Last column: Mulliken charge in e.
Cartesian coordinates (Å):
C 0.8585 2.0978 -0.1656  -1.23
C -0.3972 1.3664 -0.0903  0.58
C -1.4165 0.7879 -0.1255  -0.29
C -2.9497 0.2162 -0.0423  0.25
S -4.0281 1.4356 -0.2639  -0.24
S -3.2317 -1.3307 0.4061  -0.03
C -1.6497 -2.1391 -0.0025  -0.89
H 1.1217 2.5722 -1.1325  0.28
H 1.5136 1.2642 0.0314  0.27
H 0.9132 2.9624 0.4891  0.30
H -0.9132 -1.9464 0.7409  0.33
H -1.1645 -1.8149 -0.9417  0.33
H -1.7592 -3.2309 -0.0786  0.32



Stability, highest: model B



Model A:
This record from OMol25 describes 2 unconnected molecules or ions with the total composition C4H6NOS. The level of theory is wB97M-V/def2-TZVPD.

Output
highest occupied orbital energy (alpha / beta) = -0.073 / -0.073 Ha
LUMO energy (alpha / beta) = 3.51 / 3.51 eV
gap between HOMO and LUMO (alpha / beta) = 5.500 / 5.501 eV
charge = -1

Last column: Mulliken charge in e.
Cartesian coordinates (Å):
C -1.1313 -1.3188 -1.3705  0.41
C 0.2790 1.1423 0.1998  -0.28
C 1.2194 0.0001 -0.2476  -0.55
C -0.3627 0.1742 1.2354  -0.62
N 0.4864 -0.9496 0.6734  -0.71
O -0.7763 -0.6005 -2.2211  -0.38
S -1.9647 -2.5663 -0.8089  -0.37
H 0.6858 2.0524 0.7791  0.30
H -0.5902 1.3014 -0.4436  0.18
H 1.3492 -0.1637 -1.2665  0.21
H 2.2542 0.1029 0.1338  0.23
H -0.0290 0.4755 2.1969  0.36
H -1.4198 0.3502 1.1399  0.22



Model B:
This record from OMol25 describes a gas-phase ion, C4H6NOS (charge -1). The level of theory is wB97M-V/def2-TZVPD.

Output
highest occupied orbital energy = -0.115 Ha
LUMO energy = 3.72 eV
gap between HOMO and LUMO = 6.847 eV
SMILES string = CC(C)=NC([O-])=S
charge = -1

Last column: Mulliken charge in e.
Cartesian coordinates (Å):
C 0.3500 -0.0094 1.2541  -1.23
C -0.7736 -0.2453 0.2888  0.83
C -0.4991 -0.0482 -1.1931  -1.17
N -1.8769 -0.4179 0.8279  -0.43
C -3.1064 -0.4931 0.1893  0.25
O -3.5117 -1.5985 -0.1307  -0.64
S -3.8468 1.0414 -0.0530  -0.54
H 0.4402 1.0714 1.6456  0.23
H 0.2764 -0.5101 2.2422  0.36
H 1.2998 -0.3942 0.9152  0.36
H -0.3009 -0.9421 -1.5842  0.31
H 0.3496 0.7437 -1.2192  0.27
H -1.3653 0.2658 -1.5967  0.41



Stability, highest: model B



Model A:
This record from OMol25 describes 4 unconnected molecules or ions with the total composition C2H10NO5. The level of theory is wB97M-V/def2-TZVPD.

Output
highest occupied orbital energy = -0.166 Ha
LUMO energy = 3.74 eV
gap between HOMO and LUMO = 8.264 eV
charge = -1

Last column: Mulliken charge in e.
Cartesian coordinates (Å):
O -0.6935 -1.3335 -1.0768  -0.69
C 0.0703 -0.6997 -0.3865  0.66
O 0.0826 0.5581 -0.3062  -0.79
C 1.3036 -1.6327 0.3114  -0.61
N 1.8630 -1.0911 1.6026  -0.63
H 1.1910 -2.7063 0.3359  0.36
H 2.1301 -1.4651 -0.4364  0.20
H 2.0811 -0.0507 1.5764  0.26
H 1.1713 -1.2977 2.2041  0.27
H -0.5197 1.0919 2.9589  0.33
H 0.4762 1.8104 2.3884  0.32
O 0.3249 1.4134 3.2861  -0.67
H -1.4740 1.1254 0.0258  0.43
H -2.4954 2.3611 -0.4543  0.26
O -2.4004 1.5580 0.0867  -0.69
H -0.1648 -0.3730 -3.0553  0.31
H -0.1379 1.1487 -3.1874  0.31
O -0.2564 0.3025 -3.6302  -0.63



Model B:
This record from OMol25 describes 4 unconnected molecules or ions with the total composition C2H10NO5. The level of theory is wB97M-V/def2-TZVPD.

Output
highest occupied orbital energy = -0.187 Ha
LUMO energy = 3.71 eV
gap between HOMO and LUMO = 8.816 eV
charge = -1

Last column: Mulliken charge in e.
Cartesian coordinates (Å):
C 0.4531 1.9958 0.5390  -1.04
N 0.3034 0.6139 1.0104  -0.07
C 1.1034 -0.4590 0.4585  0.64
O 0.8173 -1.5852 0.9452  -0.86
O 1.8635 -0.0769 -0.4500  -0.73
H -0.1925 2.0750 -0.3245  0.32
H 1.5134 2.2498 0.4094  0.34
H 0.2889 2.6705 1.3861  0.34
H -0.1215 0.5242 1.9104  0.18
H -0.9721 -1.8124 1.3002  0.39
H -1.8790 -1.2140 2.3681  0.28
O -1.8989 -1.8421 1.6482  -0.69
H -2.2964 -0.8094 -0.3665  0.37
H -1.5748 -0.1779 -1.5604  0.33
O -2.4502 -0.2355 -1.1279  -0.68
H 0.4533 1.3260 -1.7420  0.22
H 1.1788 0.7184 -2.9549  0.34
O 0.5816 1.4539 -2.7072  -0.68



Stability, highest: model B



Model A:
This record from OMol25 describes a single C3H8N2O2S molecule. The level of theory is wB97M-V/def2-TZVPD.

Output
highest occupied orbital energy = -0.309 Ha
LUMO energy = 0.81 eV
gap between HOMO and LUMO = 9.222 eV
SMILES string = COC/C(=N\O)NS

Last column: Mulliken charge in e.
Cartesian coordinates (Å):
C 0.0831 2.4345 -0.0642  -0.66
O -0.2419 1.0731 -0.4954  -0.30
C 0.2595 0.1423 0.4446  -0.43
C 0.0710 -1.2659 0.0357  0.51
N 1.0102 -2.1399 -0.2251  -0.62
O 2.1980 -1.5332 0.0960  -0.37
N -1.2185 -1.8224 -0.2436  -0.26
S -2.6095 -0.9938 0.1546  -0.19
H -0.3550 2.6441 0.9735  0.26
H 1.1466 2.5900 -0.1403  0.29
H -0.3522 3.1619 -0.7679  0.26
H 1.3812 0.2900 0.5674  0.42
H -0.3096 0.3649 1.3808  0.34
H 2.9114 -2.1645 -0.1070  0.35
H -1.1749 -2.6841 -0.7706  0.27
H -2.7994 -0.0971 -0.8384  0.13



Model B:
This record from OMol25 describes a single C3H8N2O2S molecule. The level of theory is wB97M-V/def2-TZVPD.

Output
highest occupied orbital energy = -0.328 Ha
LUMO energy = 0.60 eV
gap between HOMO and LUMO = 9.522 eV
SMILES string = CCONC(=S)NO

Last column: Mulliken charge in e.
Cartesian coordinates (Å):
C 3.4642 0.3738 -0.1296  -1.07
C 2.2814 -0.2641 0.5772  -0.04
O 1.4078 -0.6110 -0.4933  -0.17
N 0.2302 -1.0900 -0.0369  -0.31
C -0.8412 -0.2141 -0.0690  0.37
S -0.8053 1.4411 -0.0397  -0.48
N -2.0185 -0.8801 0.1205  -0.15
O -3.2324 -0.1775 0.0603  -0.36
H 3.9746 -0.3722 -0.7157  0.29
H 4.0801 0.8234 0.6715  0.35
H 3.1040 1.1735 -0.8162  0.28
H 2.5776 -1.2127 1.1343  0.27
H 1.7982 0.4386 1.3280  0.26
H 0.0659 -2.0697 -0.2435  0.23
H -2.1719 -1.8803 -0.2580  0.25
H -2.8549 0.7660 0.1428  0.29



Stability, highest: model A



Model A:
This record from OMol25 describes a molecular structure, C4H6NO3. The level of theory is wB97M-V/def2-TZVPD.

Output
highest occupied orbital energy = -0.171 Ha
LUMO energy = 2.93 eV
gap between HOMO and LUMO = 7.594 eV
charge = -1

Last column: Mulliken charge in e.
Cartesian coordinates (Å):
O 3.3242 0.3838 0.8118  -0.66
C 2.4199 -0.0792 0.0840  -0.02
C 1.0567 0.3902 -0.1387  0.34
C 0.8122 -0.1205 1.1292  -0.63
C -2.8167 0.0172 -0.1539  0.25
O -2.3715 -0.6594 -1.1501  -0.73
O -3.9178 -0.1529 0.3918  -0.63
N 0.3145 0.1769 -1.2664  -0.62
H 2.6418 -0.7858 -0.6974  0.37
H -2.2507 0.9792 0.1488  0.12
H 0.3012 -1.0529 1.2829  0.26
H 1.1671 0.3524 2.0853  0.29
H -0.2491 1.0322 -1.4361  0.34
H -0.4319 -0.4814 -1.0911  0.33



Model B:
This record from OMol25 describes a gas-phase ion, C4H6NO3 (charge -1). The level of theory is wB97M-V/def2-TZVPD.

Output
highest occupied orbital energy = -0.153 Ha
LUMO energy = 3.77 eV
gap between HOMO and LUMO = 7.943 eV
SMILES string = C[C@@H](NC=O)C(=O)[O-]
charge = -1

Last column: Mulliken charge in e.
Cartesian coordinates (Å):
C -0.4635 0.9017 -0.9284  -1.68
C -0.0795 0.2334 0.4225  0.48
N 0.4447 -1.1701 0.3511  -0.20
C -0.4297 -2.0489 -0.2906  -0.04
O -1.5900 -1.7646 -0.5313  -0.55
C 0.9861 1.2087 1.1703  0.39
O 2.1746 1.1172 0.9358  -0.72
O 0.4770 1.9848 1.9684  -0.72
H -0.8266 1.9432 -0.7549  0.39
H -1.3381 0.5849 -1.4167  0.46
H 0.2117 1.0500 -1.6829  0.42
H -1.0566 0.2722 1.0141  0.11
H 1.4875 -1.3126 0.3949  0.30
H 0.0026 -2.9997 -0.6524  0.37



Model C:
This record from OMol25 describes a gas-phase ion, C4H6NO3 (charge -1). The level of theory is wB97M-V/def2-TZVPD.

Output
highest occupied orbital energy = -0.114 Ha
LUMO energy = 3.84 eV
gap between HOMO and LUMO = 6.944 eV
SMILES string = O=CCCNC(=O)[O-]
charge = -1

Last column: Mulliken charge in e.
Cartesian coordinates (Å):
O 0.6813 0.5893 2.8514  -0.52
C 0.0805 0.4513 1.8166  -0.08
C 0.5676 -0.7036 0.9791  -0.20
C -0.2820 -0.9047 -0.3281  -0.92
N 0.0380 -0.1447 -1.5822  -0.39
C -0.4966 1.2278 -1.7279  0.59
O 0.3741 1.9117 -1.2298  -0.71
O -1.5921 1.3082 -2.1194  -0.63
H -0.6791 1.1833 1.5114  0.37
H 0.4167 -1.6188 1.5298  0.36
H 1.5457 -0.3749 0.6775  0.22
H -0.2690 -1.9628 -0.5534  0.30
H -1.3737 -0.6666 -0.1015  0.36
H 0.9884 -0.2955 -1.7234  0.23



Stability, highest: model B